#w
Density functional theory data (ωB97M-V/def2-TZVPD) for 2 unconnected molecules or ions with the total composition C5H14NO2.

Its total charge is +1. Its orbital gap is 10.4 eV. For the HOMO energy, the calculation gives -13.45 eV.

Each line ends with the Löwdin charge.
Element x y z (Å)
O1 -2.7241 1.7027 -0.5394  -0.029
O2 0.5035 0.7871 1.8773  -0.085
N1 -2.2353 -1.0149 -0.7797  0.185
C1 -0.7954 -1.2799 -0.9684  -0.076
C2 1.5542 -0.5155 -0.7819  -0.171
C3 0.0771 -0.3234 -0.7161  -0.079
C4 1.8429 0.8409 1.3821  -0.251
C5 2.2163 -0.4150 0.6103  -0.168
H1 1.9870 0.2607 -1.4141  0.126
H2 -0.2668 0.6598 -0.4137  0.111
H3 1.8072 -1.4775 -1.2256  0.118
H4 1.9244 -1.2824 1.2036  0.120
H5 -2.4094 0.0089 -0.6766  0.095
H6 -2.7257 2.2245 0.2740  0.085
H7 0.5177 0.3893 2.7567  0.096
H8 1.8953 1.7244 0.7424  0.124
H9 -3.1110 2.2818 -1.2069  0.082
H10 3.2961 -0.4561 0.4670  0.120
H11 2.5510 1.0045 2.1948  0.122
H12 -0.5379 -2.2768 -1.2926  0.130
H13 -2.7934 -1.3647 -1.5590  0.170
H14 -2.5737 -1.4785 0.0658  0.173

#x
Density functional theory data (ωB97M-V/def2-TZVPD) for 2 unconnected molecules or ions with the total composition C5H14NO2.

Its total charge is +1. Its orbital gap is 10.2 eV. For the HOMO energy, the calculation gives -13.30 eV.

Each line ends with the Löwdin charge.
Element x y z (Å)
O1 2.4035 -0.9885 -2.0809  -0.009
O2 0.3357 -1.8602 -0.8372  -0.104
N1 0.0121 -1.2547 1.7592  0.226
C1 -1.0169 0.9082 1.2836  -0.178
C2 -1.3527 1.9778 0.2664  -0.185
C3 -0.5212 -0.7441 -0.5824  -0.210
C4 -0.6107 3.0566 0.0018  0.041
C5 -0.0235 -0.1209 0.6967  -0.237
H1 0.0875 -1.0237 2.7464  0.172
H2 0.1227 3.4645 0.6831  0.070
H3 0.9448 0.3930 0.6568  0.170
H4 -1.9593 0.4338 1.5711  0.119
H5 -0.6614 1.3606 2.2287  0.130
H6 -0.8879 -1.7213 1.6402  0.163
H7 -2.1718 1.7126 -0.3852  0.104
H8 0.7158 -1.9059 1.3991  0.161
H9 3.1073 -1.6408 -2.0742  0.082
H10 -0.7238 0.0156 -1.3402  0.132
H11 2.1764 -0.8366 -3.0141  0.096
H12 -0.9071 3.6421 -0.8683  0.071
H13 1.0974 -1.6233 -1.4542  0.038
H14 -1.4675 -1.3197 -0.5892  0.148

The most stable of them is #w.

#w
Density functional theory data (ωB97M-V/def2-TZVPD) for a single C6H11ClSi molecule.

Its total charge is 0. Its orbital gap is 9.7 eV. The SMILES is C=CC(C=C)[Si@@H](C)Cl. For the HOMO energy, the calculation gives -8.83 eV.

Each line ends with the Löwdin charge.
Element x y z (Å)
Cl1 -1.2819 1.2473 2.5768  0.284
Si1 0.1478 1.0738 1.0959  0.270
C1 0.1208 2.4842 -0.1646  -0.209
C2 -0.0630 -1.6088 0.7797  -0.312
C3 0.7224 -0.6098 -1.2125  -0.230
C4 0.3123 -0.2106 -2.4165  -0.015
C5 -0.1477 -0.4679 -0.0218  -0.508
C6 -0.9644 -2.2621 1.5336  -0.012
H1 1.0214 2.2288 -0.8113  0.059
H2 -1.1857 -0.3321 -0.4259  0.136
H3 1.0032 -2.0517 0.9441  0.140
H4 -0.7549 2.4325 -0.6928  -0.008
H5 0.3097 3.4849 0.1584  0.015
H6 1.8589 -0.8831 -1.1189  0.146
H7 0.9587 -0.3669 -3.2910  0.060
H8 1.4079 0.6891 1.7461  -0.013
H9 -0.7201 -3.1501 2.1157  0.049
H10 -2.0245 -1.9257 1.6644  0.067
H11 -0.7209 0.2284 -2.4593  0.080

#x
Density functional theory data (ωB97M-V/def2-TZVPD) for a single C6H11ClSi molecule.

Its total charge is 0. Its orbital gap (spin up / spin down) is 7.8 / 7.9 eV. For the HOMO energy (spin up / spin down), the calculation gives -8.37 / -8.36 eV.

Each line ends with the Löwdin charge.
Element x y z (Å)
Cl1 2.4093 -0.8094 2.6762  0.578
Si1 0.1311 -0.1358 0.1362  0.452
C1 -0.5822 1.3888 -0.7874  -0.034
C2 1.2344 0.4954 2.6627  -0.637
C3 0.3697 0.6956 1.8090  -0.278
C4 1.7589 -0.2225 -0.8328  -0.234
C5 -1.9765 1.2900 -1.2197  -0.244
C6 -0.5772 -1.8817 0.0421  -0.204
H1 -0.1597 -2.2485 -0.9873  0.056
H2 -2.5288 0.3519 -1.0414  0.053
H3 -0.4376 1.4743 1.9068  0.095
H4 1.4468 0.9275 3.6239  0.048
H5 1.4649 0.1361 -1.8781  0.034
H6 -2.5640 2.1881 -0.9715  0.087
H7 -2.0803 1.3095 -2.2642  0.061
H8 2.6753 0.3580 -0.4715  0.050
H9 -0.4608 -2.6915 0.7718  0.020
H10 2.0162 -1.3508 -0.9672  0.047
H11 -1.7542 -1.8301 -0.0356  0.050

The most stable of them is #w.

#w
Density functional theory data (ωB97M-V/def2-TZVPD) for 2 unconnected molecules or ions with the total composition C4H11NO2.

Its total charge is 0. Its orbital gap is 10.5 eV. The SMILES is [H]/N=C(\C)OC.CO. For the HOMO energy, the calculation gives -9.56 eV.

Each line ends with the Löwdin charge.
Element x y z (Å)
O1 -1.3289 0.4483 0.0309  -0.197
O2 0.6335 -0.8033 0.9174  -0.190
N1 1.3277 1.4305 0.7482  0.159
C1 -2.3592 1.2548 0.5613  -0.154
C2 1.2753 0.1163 -1.3732  -0.021
C3 0.5581 -2.0949 0.3484  -0.111
C4 1.0214 0.4257 0.0706  -0.410
H1 0.3697 -0.2709 -1.8351  0.083
H2 2.0721 -0.6192 -1.4811  0.084
H3 -0.1837 -2.1165 -0.4576  0.087
H4 1.6015 1.0200 -1.8855  0.087
H5 -1.9523 2.2050 0.9266  0.078
H6 -3.1067 1.4022 -0.2191  0.076
H7 1.5218 -2.4296 -0.0462  0.086
H8 1.9985 2.0582 0.3211  0.069
H9 0.2022 -2.7660 1.1319  0.094
H10 -0.8177 -0.0041 0.8358  0.104
H11 -2.8332 0.7436 1.4057  0.078

#x
Density functional theory data (ωB97M-V/def2-TZVPD) for 2 unconnected molecules or ions with the total composition C4H11NO2.

Its total charge is 0. Its orbital gap is 10.7 eV. The SMILES is CC(N)=O.CCO. For the HOMO energy, the calculation gives -10.08 eV.

Each line ends with the Löwdin charge.
Element x y z (Å)
O1 0.9808 1.5216 0.1285  -0.068
O2 -2.7300 -0.4583 -0.2933  0.072
N1 -1.2975 -2.1414 0.2259  0.123
C1 3.2314 1.3316 1.1014  -0.078
C2 -1.7953 -1.1277 -0.6439  -0.574
C3 1.7238 1.6388 1.2892  -0.331
C4 -0.9912 -0.8428 -1.8681  -0.029
H1 -0.9411 0.2534 -1.9566  0.089
H2 3.8801 2.1597 0.8172  0.069
H3 0.0367 -1.1822 -1.9561  0.071
H4 -1.9849 -2.8281 0.4986  0.092
H5 3.2483 0.6160 0.2617  0.069
H6 1.5196 2.6535 1.6331  0.112
H7 -0.4967 -2.5512 -0.2395  0.070
H8 1.4310 0.9407 2.1049  0.110
H9 -1.5014 -1.1444 -2.7915  0.092
H10 3.5292 0.6990 1.9267  0.060
H11 1.0298 0.7795 -0.4460  0.050

The most stable of them is #x.

#w
Density functional theory data (ωB97M-V/def2-TZVPD) for 2 unconnected molecules or ions with the total composition C3H11NSi.

Its total charge is 0. Its orbital gap is 11.0 eV. The SMILES is C[SiH3].C=NC. For the HOMO energy, the calculation gives -9.86 eV.

Each line ends with the Löwdin charge.
Element x y z (Å)
Si1 -1.8019 -1.8930 0.3669  0.611
N1 1.3366 1.2015 -0.5010  -0.091
C1 -0.8204 -1.5961 2.0086  -0.265
C2 0.4878 2.1886 -1.0452  -0.182
C3 2.4350 1.0311 -1.0968  -0.079
H1 -2.9339 -2.7670 0.3597  -0.120
H2 -2.2434 -0.5914 0.1924  -0.127
H3 3.0233 0.2977 -0.6580  0.033
H4 -0.9537 -2.2321 -0.8921  -0.073
H5 0.9658 2.5094 -1.9261  0.038
H6 -1.2692 -2.0114 2.8245  -0.023
H7 -0.5021 1.8853 -1.3844  0.070
H8 2.8474 1.5748 -2.0726  0.119
H9 -0.7303 -0.4958 2.0591  0.033
H10 0.0633 -2.0425 2.0563  -0.046
H11 0.0958 2.9410 -0.2913  0.103

#x
Density functional theory data (ωB97M-V/def2-TZVPD) for 2 unconnected molecules or ions with the total composition C3H11NSi.

Its total charge is 0. Its orbital gap (spin up / spin down) is 7.6 / 6.8 eV. For the HOMO energy (spin up / spin down), the calculation gives -7.10 / -6.16 eV.

Each line ends with the Löwdin charge.
Element x y z (Å)
Si1 -1.9257 0.7227 -0.2316  0.613
N1 -2.2751 -0.8345 0.3692  -0.218
C1 0.9775 -0.1570 1.2339  -0.202
C2 1.6663 0.4425 -1.1480  -0.191
C3 0.8640 -0.4450 -0.2283  -0.308
H1 -2.6884 1.0499 -1.4743  -0.113
H2 0.7266 -1.4971 -0.5179  0.079
H3 1.8249 1.4297 -0.7335  0.052
H4 2.4846 -0.1841 -1.7399  0.101
H5 -1.5945 -1.1354 1.1016  0.006
H6 1.8356 -0.5785 1.7647  0.065
H7 1.0359 0.7403 -2.0761  0.067
H8 1.0962 0.8994 1.3614  0.049
H9 -2.5051 -1.5937 -0.2694  0.025
H10 -1.6255 1.7913 0.7740  -0.098
H11 0.1029 -0.6506 1.8141  0.072

The most stable of them is #w.